<one>
Entry from OMol25: a 5-piece molecular cluster, CH12NO4 overall (ωB97M-V with the def2-TZVPD basis set).

Properties
E_HOMO = -14.6 eV
gap between HOMO and LUMO = 10.46 eV
2S+1 = 1
charge = +1
E_LUMO = -4.14 eV

Last column: Löwdin charge in e.
CARTESIAN COORDINATES (ANGSTROEM)
H 1.972 0.182 -1.553  0.09
H 3.664 -0.148 -0.799  0.12
H -2.596 0.047 -3.859  0.03
O -2.871 -0.429 -3.082  -0.05
O 0.147 -0.851 -1.948  -0.06
H -1.262 0.328 0.927  0.09
H 0.996 -0.330 0.677  0.09
H 2.727 -0.501 1.148  0.14
H -0.088 -1.654 -2.447  0.07
H -0.758 -0.549 -1.803  0.03
H -0.011 2.229 4.123  0.06
H -0.413 0.341 2.189  0.04
C 2.594 -0.019 -0.689  0.13
N 2.045 -0.309 0.420  0.18
O -0.617 1.492 3.936  -0.05
H -0.505 0.961 4.738  0.06
H -3.577 -1.015 -3.402  0.06
O -0.389 0.102 1.252  -0.03

---

<two>
Entry from OMol25: a 5-piece molecular cluster, CH12NO4 overall (ωB97M-V with the def2-TZVPD basis set).

Properties
E_HOMO = -14.8 eV
gap between HOMO and LUMO = 9.54 eV
2S+1 = 1
charge = +1
E_LUMO = -5.30 eV

Last column: Löwdin charge in e.
CARTESIAN COORDINATES (ANGSTROEM)
H -0.730 0.815 1.282  0.07
O 2.193 1.059 0.293  -0.09
H -2.398 -2.804 -1.299  0.10
O -1.134 -0.218 0.121  -0.05
O 0.863 -1.584 -1.800  -0.06
O -2.475 -1.853 -1.630  -0.09
H -1.521 -0.747 -0.516  -0.05
H 2.276 0.184 -0.203  0.08
H 1.472 -2.336 -1.911  0.06
H -0.204 -0.366 -0.300  0.09
H 1.377 1.291 2.241  0.13
C 0.593 2.089 2.075  0.13
H 0.832 3.167 2.227  0.14
H 3.033 1.469 0.021  0.07
H 0.760 -1.477 -2.766  0.07
N -0.575 1.582 1.971  0.17
H -1.306 1.628 2.630  0.14
H -3.056 -1.898 -2.437  0.09

---

It turns out <one> is the most stable, with the second structure 215.7 kJ/mol higher.

---

<one>
Entry from OMol25: one molecule with the formula C22H26N4O3S (ωB97M-V with the def2-TZVPD basis set).

Properties
E_HOMO = -8.3 eV
SMILES = NCCCNC(=O)Cn1c(=O)c2c3c(sc2n(Cc2ccccc2)c1=O)CCCC3
gap between HOMO and LUMO = 8.75 eV
2S+1 = 1
charge = 0
E_LUMO = 0.43 eV

Last column: Löwdin charge in e.
CARTESIAN COORDINATES (ANGSTROEM)
C -3.817 -0.191 -0.075  -0.30
H -3.111 -0.875 0.423  0.08
H 0.067 0.757 4.346  0.13
C 4.014 2.141 -1.160  -0.07
C 1.519 0.514 2.407  -0.42
H -2.748 0.072 -1.794  0.06
H -3.714 2.390 2.261  0.12
C 2.026 4.024 -0.750  -0.07
H 2.141 -3.679 -2.760  0.12
C 3.256 2.100 0.002  -0.23
N -2.755 0.628 2.681  0.07
H 1.759 -2.233 -3.691  0.11
H 4.379 3.148 -3.009  0.10
C -1.626 1.235 3.090  -0.47
C -0.223 -1.056 1.587  -0.34
H -2.736 -0.379 2.580  0.11
H -4.759 0.945 2.257  0.12
C 0.372 -2.146 -0.679  -0.20
H -1.071 -3.490 0.110  0.12
C 1.359 -2.081 -1.604  -0.46
H 1.672 3.026 1.108  0.12
H -4.323 1.890 -0.053  0.11
N 0.293 -0.127 2.488  0.10
C -3.609 1.232 0.443  -0.18
O -1.298 -1.595 1.802  0.05
C 3.478 1.026 1.036  -0.10
N -3.687 -0.204 -1.526  -0.01
H 0.144 -4.827 -1.532  0.12
C -3.785 1.343 1.959  -0.18
N 2.254 0.271 1.258  0.01
C -0.560 0.253 3.610  -0.02
C -0.559 -4.086 -1.918  -0.19
O 1.943 1.227 3.285  0.10
H -1.677 -2.411 -1.135  0.11
H 4.787 1.404 -1.322  0.10
H -2.603 1.571 0.181  0.12
S 2.628 -0.960 -1.151  1.16
C -0.822 -3.029 -0.847  -0.13
H -3.855 -1.137 -1.888  0.06
H 1.251 4.757 -0.585  0.11
C 0.031 -3.440 -3.170  -0.19
C 3.783 3.122 -2.109  -0.08
C 2.787 4.062 -1.907  -0.09
C 1.792 -0.583 0.311  -0.41
C 2.260 3.049 0.202  -0.02
H -1.017 -0.646 4.028  0.13
H 3.746 1.469 2.000  0.14
H 0.108 -4.173 -3.974  0.11
H 4.263 0.334 0.718  0.12
C 0.609 -1.279 0.435  -0.09
H 2.605 4.825 -2.649  0.10
H -4.832 -0.520 0.164  0.12
O -1.438 2.431 3.054  0.07
H -0.629 -2.638 -3.506  0.12
C 1.417 -2.865 -2.868  -0.20
H -1.490 -4.599 -2.163  0.11

---

<two>
Entry from OMol25: one molecule with the formula C22H26N4O3S (ωB97M-V with the def2-TZVPD basis set).

Properties
E_HOMO = -9.0 eV
SMILES = CCCCNS(=O)(=O)c1ccc2nc(-c3cccnc3)cc(C(=O)NC(C)C)c2c1
gap between HOMO and LUMO = 8.34 eV
2S+1 = 1
charge = 0
E_LUMO = -0.63 eV

Last column: Löwdin charge in e.
CARTESIAN COORDINATES (ANGSTROEM)
H 2.695 -1.905 6.248  0.11
H 3.787 -0.732 -5.507  0.08
H 2.733 -2.946 -4.764  0.08
H 2.956 0.789 -5.159  0.08
H 2.707 -2.337 -3.104  0.07
C 0.240 0.732 -1.598  -0.05
H 0.946 -1.688 6.312  0.11
C 1.871 -0.982 -4.553  -0.39
O 0.092 -4.039 0.822  -0.29
H 2.451 -4.166 7.281  0.07
H 2.624 -1.591 3.708  0.13
C 1.329 0.001 -2.335  -0.46
H 1.746 -2.920 8.312  0.07
N -1.729 2.138 -0.202  0.17
O -0.881 -3.445 3.008  -0.29
C -3.432 5.605 -1.748  -0.05
C 1.671 -2.131 3.693  -0.25
N 1.010 -0.256 -3.621  0.11
C -1.527 -0.783 1.919  -0.05
N 1.526 -2.745 2.391  -0.14
C -2.974 4.368 -1.335  -0.01
C -1.315 0.945 0.253  -0.20
H 0.702 -3.952 7.332  0.07
H 2.395 -3.865 4.738  0.12
C 1.739 -2.432 6.206  -0.27
H 2.152 -3.517 2.223  0.11
C 1.599 -3.124 4.852  -0.22
C 1.655 -3.429 7.355  -0.12
C -0.304 0.187 -0.407  -0.07
H -1.970 -1.213 2.804  0.11
C -1.913 0.433 1.427  0.01
H 0.074 4.602 -2.783  0.11
C -0.535 -1.515 1.259  -0.26
H 0.641 -3.643 4.799  0.10
H 3.713 -0.125 -3.848  0.07
C -0.942 4.835 -2.491  -0.10
C 3.168 -0.210 -4.783  -0.05
N -1.382 6.011 -2.893  0.06
C -1.199 2.638 -1.295  -0.21
H 1.314 -1.045 -5.495  0.14
C 0.073 -1.060 0.126  0.02
H 0.862 -1.401 3.775  0.12
H 0.836 -1.657 -0.346  0.12
C -2.600 6.384 -2.540  -0.15
C -1.699 3.949 -1.721  -0.15
C 2.149 -2.392 -4.034  -0.05
O 2.379 -0.294 -1.804  0.09
H 0.091 0.004 -3.940  0.14
H -4.413 5.957 -1.468  0.10
C -0.210 1.949 -2.039  0.06
H -2.915 7.352 -2.906  0.10
H -3.576 3.712 -0.725  0.11
S -0.029 -3.104 1.902  0.65
H -2.674 1.027 1.907  0.12
H 1.217 -2.924 -3.853  0.08
H 0.182 2.383 -2.946  0.12

---

It turns out <one> is the most stable, with the second structure 184.7 kJ/mol higher.

---

<one>
Entry from OMol25: a 2-piece molecular cluster, C4H10N3O overall (ωB97M-V with the def2-TZVPD basis set).

Properties
E_HOMO = -14.7 eV
gap between HOMO and LUMO = 10.24 eV
2S+1 = 1
charge = +1
E_LUMO = -4.48 eV

Last column: Löwdin charge in e.
CARTESIAN COORDINATES (ANGSTROEM)
C 1.650 -1.289 0.582  -0.21
N -1.585 -0.474 -1.484  0.10
H 0.246 0.161 -2.380  0.08
H 0.832 0.921 2.690  0.09
H -1.165 1.287 -2.447  0.09
H -2.103 0.870 0.483  0.13
C -0.150 1.007 2.235  0.03
H -1.188 -1.390 -1.274  0.09
N -1.280 0.351 0.234  0.20
H -1.172 -0.194 -3.392  0.12
H 3.155 -0.568 -0.364  0.15
O 2.834 -1.378 0.071  0.14
C -0.196 0.277 0.926  -0.40
N 0.909 -0.271 0.476  0.17
C -0.846 0.245 -2.436  -0.17
H -0.901 0.592 2.904  0.10
H -0.381 2.061 2.087  0.10
H 1.342 -2.208 1.087  0.17

---

<two>
Entry from OMol25: an isolated ion of composition C4H10N3O and charge +1 (ωB97M-V with the def2-TZVPD basis set).

Properties
E_HOMO = -13.8 eV
SMILES = COC1=NC[N@@H+](C)N1
gap between HOMO and LUMO = 10.64 eV
2S+1 = 1
charge = +1
E_LUMO = -3.19 eV

Last column: Löwdin charge in e.
CARTESIAN COORDINATES (ANGSTROEM)
H -2.091 -1.156 2.470  0.10
C -0.424 -0.662 0.426  -0.46
N -0.634 0.546 0.764  0.11
H 1.841 1.883 -1.427  0.10
H -1.576 1.593 -0.793  0.19
H 2.292 0.373 -0.637  0.12
C -0.998 -1.401 2.505  -0.03
N -0.142 -0.832 -0.912  0.16
C -0.474 1.326 -0.298  -0.13
C 1.733 0.790 -1.517  0.01
H -1.122 -2.318 3.171  0.12
N 0.265 0.432 -1.473  -0.05
H -0.032 2.307 -0.088  0.13
H -0.382 -0.482 2.904  0.14
O -0.531 -1.719 1.173  0.02
H 0.103 -1.718 -1.267  0.16
H 2.130 0.428 -2.572  0.15
H 0.043 0.611 -2.427  0.16

---

It turns out <one> is the most stable, with the second structure 33.6 kJ/mol higher.

---

<one>
Entry from OMol25: a 2-piece molecular cluster, C4H10N3O overall (ωB97M-V with the def2-TZVPD basis set).

Properties
E_HOMO = -12.6 eV
gap between HOMO and LUMO = 9.38 eV
2S+1 = 1
charge = +1
E_LUMO = -3.24 eV

Last column: Löwdin charge in e.
CARTESIAN COORDINATES (ANGSTROEM)
H -2.626 -0.382 -3.663  0.15
H -0.440 0.126 -2.844  0.12
H 0.603 0.823 0.390  0.10
H 1.042 0.840 -1.298  0.15
N -0.226 1.641 2.220  0.02
H -1.680 0.297 -0.018  0.13
O -2.454 -0.458 -2.682  0.04
H 2.260 -3.149 1.134  0.18
N 1.967 -2.976 0.162  0.23
C 1.492 -1.852 -0.129  -0.07
C -1.028 0.288 -0.922  -0.07
H -0.802 2.394 1.954  0.01
H -0.858 1.152 2.830  0.02
H 0.433 2.116 2.910  0.07
C -1.299 0.051 -2.213  -0.19
N 0.934 -0.870 -0.349  0.22
C 0.389 0.366 -0.576  -0.23
H 2.290 -3.510 -0.591  0.13

---

<two>
Entry from OMol25: an isolated ion of composition C4H10N3O and charge +1 (ωB97M-V with the def2-TZVPD basis set).

Properties
E_HOMO = -12.2 eV
gap between HOMO and LUMO = 8.32 eV
2S+1 = 1
charge = +1
E_LUMO = -3.83 eV

Last column: Löwdin charge in e.
CARTESIAN COORDINATES (ANGSTROEM)
O -1.765 -1.125 1.131  0.05
C 0.598 1.612 1.209  -0.01
H 1.560 1.695 1.588  0.06
H 2.064 -1.127 -0.744  0.15
C 0.365 0.858 -0.094  -0.28
N -0.724 1.407 -0.855  -0.04
C 0.069 -0.740 -0.059  -0.18
H -2.630 -0.808 1.225  0.09
N -1.696 0.813 -1.085  0.18
H -1.632 -1.643 -1.026  0.13
H 0.963 -0.698 -1.925  0.16
H 0.931 -2.172 -1.262  0.16
C -1.351 -1.037 -0.175  -0.19
H 1.119 1.158 -0.813  0.14
N 1.151 -1.216 -1.088  0.27
H 0.524 -1.034 0.817  0.13
H 0.400 2.730 1.169  0.13
H 0.053 1.327 1.988  0.04

---

It turns out <one> is the most stable, with the second structure 206.1 kJ/mol higher.